(1)
C19H22FNO4S in the gas phase in a non-equilibrium geometry. Source: the Open Molecules 2025 dataset; level of theory: wB97M-V/def2-TZVPD.

Calculated total energy: -1590.83306 Ha
HOMO energy: -7.86 eV
Structure (SMILES): CCOC(=O)[C@](F)([C@H](c1ccccc1)N(C)C)S(=O)(=O)c1ccccc1
Kohn-Sham gap: 0.2849 hartree

XYZ file:
```
48
Properties=species:S:1:pos:R:3:forces:R:3
C -1.594 4.232 2.565 0.04 -0.22 0.44
C -1.476 3.971 1.084 0.11 -0.08 -0.16
O -1.009 2.583 0.946 -0.21 0.63 -0.96
C -1.056 2.019 -0.290 -1.29 1.76 -0.59
O -1.413 2.618 -1.288 0.80 -1.01 1.19
C -0.821 0.512 -0.222 0.13 -0.19 -4.56
F -1.901 -0.112 -0.860 0.33 0.56 0.49
C -0.546 0.014 1.115 0.93 -0.65 3.04
C 0.865 -0.542 1.410 -0.42 -0.44 0.31
C 1.321 -1.833 1.069 0.80 -0.27 1.49
C 2.646 -2.191 1.336 -0.50 0.10 0.14
C 3.499 -1.318 2.005 -0.25 0.51 -0.04
C 3.008 -0.076 2.424 0.50 -0.23 0.07
C 1.709 0.300 2.118 -0.24 0.28 -0.15
N -1.626 -0.741 1.627 -1.17 -0.87 -0.18
C -2.890 -0.084 1.819 0.33 0.11 0.31
C -1.459 -2.039 2.174 0.09 -0.64 -0.02
S 0.595 -0.113 -1.450 0.79 -2.19 0.67
O 1.757 0.724 -1.222 -0.71 -0.12 -0.28
O 0.610 -1.545 -1.053 -0.49 2.30 -1.33
C 0.465 -0.520 -3.250 0.06 0.00 -0.03
C -0.417 -1.555 -3.595 0.18 0.33 -0.18
C -0.095 -2.377 -4.674 -0.11 0.30 0.24
C 1.102 -2.188 -5.371 0.27 0.21 0.19
C 1.972 -1.152 -5.018 -0.35 0.08 0.13
C 1.649 -0.294 -3.961 -0.48 0.05 0.33
H -2.000 5.217 2.802 -0.01 -0.02 -0.34
H -2.240 3.492 3.037 -0.08 -0.02 -0.05
H -0.626 4.167 3.059 0.13 -0.04 -0.05
H -2.446 4.091 0.582 0.39 -0.19 -0.04
H -0.735 4.637 0.630 -0.21 -0.22 -0.12
H -0.617 0.920 1.707 0.72 0.05 0.13
H 0.700 -2.645 0.715 -0.02 0.56 0.00
H 2.965 -3.192 1.039 0.06 0.32 0.15
H 4.527 -1.605 2.199 -0.10 0.07 0.07
H 3.623 0.614 3.000 0.02 -0.22 -0.19
H 1.327 1.289 2.413 0.32 -0.47 -0.09
H -3.623 -0.856 2.076 -0.05 0.41 -0.24
H -2.848 0.637 2.654 -0.14 0.09 -0.04
H -3.188 0.448 0.910 -0.29 -0.06 0.20
H -2.409 -2.352 2.616 0.23 -0.06 -0.04
H -1.194 -2.747 1.382 -0.06 -0.29 0.28
H -0.687 -2.066 2.950 -0.02 -0.20 0.06
H -1.305 -1.732 -2.990 0.27 -0.04 -0.16
H -0.762 -3.203 -4.918 0.19 0.22 -0.05
H 1.388 -2.877 -6.163 -0.12 0.15 0.13
H 2.931 -1.019 -5.514 -0.27 -0.07 -0.04
H 2.325 0.492 -3.622 -0.11 -0.29 -0.12
```
Forces are in eV/Å.

(2)
A 2-piece molecular cluster, C7H10ClNSi overall in a non-equilibrium geometry. Source: the Open Molecules 2025 dataset; level of theory: wB97M-V/def2-TZVPD.

Calculated total energy: -1077.11162 Ha
HOMO energy (spin up / spin down): -8.83 / -6.98 eV
Kohn-Sham gap (spin up / spin down): 0.3089 / 0.2602 hartree

XYZ file:
```
20
Properties=species:S:1:pos:R:3:forces:R:3
C -2.627 1.884 0.252 0.00 -0.96 0.52
C -1.862 2.349 -0.762 0.34 1.07 -1.31
C -2.062 0.931 1.128 -3.03 0.42 0.71
C -0.526 1.980 -0.870 -0.57 0.40 0.97
C -0.779 0.586 1.032 2.46 -0.84 0.22
C 0.066 1.194 0.074 -1.16 -1.20 0.99
C 2.138 -2.702 -1.805 -2.42 -1.07 2.28
N 2.123 -0.349 1.594 0.82 3.35 1.73
Si 1.720 0.493 0.166 0.79 -1.06 -0.79
Cl 3.009 1.968 -0.331 0.76 0.65 -0.08
H -3.646 2.212 0.267 -0.44 -0.13 0.50
H -2.293 3.069 -1.479 0.32 -0.48 0.34
H -2.695 0.462 1.894 0.23 0.28 -0.32
H 0.081 2.425 -1.573 1.11 0.90 -1.79
H -0.287 -0.169 1.679 -0.84 0.63 -0.18
H 1.122 -2.411 -1.989 -0.15 0.29 -0.68
H 2.935 -2.228 -2.249 1.70 0.74 -0.79
H 2.143 -3.308 -0.883 0.82 0.28 -0.69
H 2.647 0.046 2.429 -1.02 -0.77 -1.66
H 2.166 -1.306 1.522 0.28 -2.47 0.04
```
Forces are in eV/Å.

(3)
A 2-piece molecular cluster, H2O3PS overall in a non-equilibrium geometry. Source: the Open Molecules 2025 dataset; level of theory: wB97M-V/def2-TZVPD.

Calculated total energy: -966.42098 Ha
HOMO energy (spin up / spin down): -5.42 / -2.59 eV
Total charge: -1
Kohn-Sham gap (spin up / spin down): 0.3450 / 0.1635 hartree

XYZ file:
```
7
Properties=species:S:1:pos:R:3:forces:R:3
O -1.376 1.541 1.132 -1.03 1.06 0.82
O 1.048 1.923 0.728 0.77 1.13 0.56
O 0.266 -0.157 1.834 0.17 0.36 0.66
P -0.366 -1.917 -2.016 1.20 1.62 1.48
S -0.042 1.011 0.997 0.04 -2.65 -2.17
H 0.503 -0.725 -2.076 -0.58 -0.78 -0.68
H -0.033 -1.676 -0.601 -0.57 -0.75 -0.68
```
Forces are in eV/Å.

(4)
C6H8CaLiO6 as an isolated structure in a non-equilibrium geometry. Source: the Open Molecules 2025 dataset; level of theory: wB97M-V/def2-TZVPD.

Calculated total energy: -1369.99403 Ha
HOMO energy: -0.99 eV
Total charge: -1
Kohn-Sham gap: 0.1255 hartree

XYZ file:
```
22
Properties=species:S:1:pos:R:3:forces:R:3
Li -1.252 0.614 2.473 -0.10 -0.32 0.01
O 0.163 0.015 1.338 -1.17 0.82 0.20
O -1.925 -0.378 0.636 -0.23 -0.06 -0.17
C -2.767 0.160 -0.368 -0.15 -0.10 -0.12
C -1.964 1.344 -0.908 -0.25 0.21 -0.19
O -0.628 1.060 -0.532 -0.22 0.04 -0.22
C -0.563 -0.164 0.233 1.07 0.26 1.55
H -2.952 -0.597 -1.144 -0.04 0.17 0.17
H -3.704 0.476 0.104 0.14 -0.14 -0.16
H -2.284 2.285 -0.435 0.12 -0.18 -0.12
H -2.031 1.432 -2.000 0.02 0.00 0.22
Ca 0.771 2.198 1.186 -0.64 0.69 0.75
O 2.273 1.673 -0.120 0.96 -0.42 -0.47
O -0.064 -1.159 -0.544 2.25 -1.37 0.49
C 1.170 -1.770 0.190 -1.87 -1.89 -2.24
C 2.469 -0.978 0.156 0.15 0.64 1.52
O 2.707 -0.286 -1.071 -0.22 -0.69 0.12
C 2.628 1.087 -1.171 0.19 0.43 -0.64
H 1.450 -2.713 -0.308 -0.61 0.50 -1.40
H 0.681 -2.320 1.007 0.88 1.43 1.03
H 3.296 -1.693 0.278 -0.26 0.02 -0.12
H 2.527 -0.286 1.001 -0.02 -0.04 -0.21
```
Forces are in eV/Å.

(5)
A 2-piece molecular cluster, CH5N2O2 overall in a non-equilibrium geometry. Source: the Open Molecules 2025 dataset; level of theory: wB97M-V/def2-TZVPD.

Calculated total energy: -300.55930 Ha
HOMO energy (spin up / spin down): -15.58 / -15.58 eV
Total charge: +1
Kohn-Sham gap (spin up / spin down): 0.3713 / 0.3712 hartree

XYZ file:
```
10
Properties=species:S:1:pos:R:3:forces:R:3
C 0.619 -0.078 -0.033 -3.81 -3.79 1.49
N -1.221 -1.293 -0.015 3.50 2.18 0.02
N -0.044 1.194 -0.027 0.59 2.94 -2.35
O 1.689 -0.389 0.714 -0.28 0.34 2.17
O 1.710 -0.294 -0.721 0.49 0.18 -2.86
H -0.926 -1.961 -0.733 -0.03 0.03 -0.08
H -1.047 -1.794 0.867 0.03 0.18 -0.13
H 0.672 2.014 -0.396 -2.49 -2.23 0.41
H -0.443 1.579 0.800 0.46 -0.14 2.26
H -1.010 1.023 -0.455 1.55 0.31 -0.93
```
Forces are in eV/Å.

(6)
C16H15BrRu as an isolated structure in a non-equilibrium geometry. Source: the Open Molecules 2025 dataset; level of theory: wB97M-V/def2-TZVPD.

Calculated total energy: -3287.41424 Ha
HOMO energy (spin up / spin down): -7.43 / -7.93 eV
Multiplicity: 5
<S²>: 6.05
Kohn-Sham gap (spin up / spin down): 0.2767 / 0.2260 hartree

XYZ file:
```
33
Properties=species:S:1:pos:R:3:forces:R:3
C -0.822 -1.270 -2.351 -0.31 0.64 0.31
C -1.212 -2.304 -1.446 -1.28 0.56 0.60
C -2.132 -1.726 -0.484 -0.95 -0.32 -0.93
H -0.969 -3.360 -1.482 0.09 0.31 -0.11
C -2.174 -0.292 -0.747 -0.22 -0.99 0.15
C -1.423 -0.055 -1.946 0.13 -0.66 -0.08
H -1.418 0.893 -2.471 0.38 -0.16 0.14
H -0.212 -1.408 -3.243 0.03 0.11 0.45
H -2.818 -2.279 0.162 0.43 0.22 -0.15
H -2.805 0.414 -0.209 0.19 -0.18 -0.38
Ru -0.344 -0.964 0.293 0.00 1.30 -1.35
Br 1.339 -2.513 0.624 1.48 -0.98 0.62
C 2.539 0.448 -1.065 -2.21 1.49 -0.01
C 1.666 1.305 -1.801 0.99 0.01 0.43
C 2.043 1.222 -3.184 -0.85 -0.79 1.74
H 0.855 1.918 -1.400 0.61 -0.08 -0.07
C 2.960 0.127 -3.298 1.77 -1.17 1.37
C 3.312 -0.305 -1.996 0.03 0.10 -3.03
H 4.013 -1.082 -1.724 -0.07 0.06 -0.17
H 2.561 0.299 0.020 -0.03 0.18 -0.56
H 1.635 1.807 -3.992 -0.01 0.02 -0.04
H 3.374 -0.278 -4.223 -0.12 0.27 0.36
C -1.012 1.209 4.377 -0.29 -0.15 0.12
C -2.062 0.511 3.766 -0.16 -0.04 -0.26
C -1.943 0.102 2.431 0.54 0.26 0.96
C -0.715 0.302 1.792 -0.20 -0.19 -0.40
C 0.310 1.069 2.351 -0.48 -0.06 0.62
C 0.148 1.526 3.663 -0.07 -0.04 -0.22
H -1.109 1.493 5.432 0.09 -0.03 -0.52
H -2.977 0.256 4.316 0.44 0.26 -0.12
H -2.744 -0.430 1.921 0.12 0.07 0.30
H 1.209 1.259 1.771 0.00 0.01 0.27
H 0.930 2.105 4.144 -0.06 -0.07 -0.06
```
Forces are in eV/Å.

(7)
A 7-piece molecular cluster, C6H25NO7 overall in a non-equilibrium geometry. Source: the Open Molecules 2025 dataset; level of theory: wB97M-V/def2-TZVPD.

Calculated total energy: -824.89116 Ha
HOMO energy: -9.21 eV
Structure (SMILES): CCN(C)[C@H](C)C=O.O.O.O.O.O.O
Kohn-Sham gap: 0.3507 hartree

XYZ file:
```
39
Properties=species:S:1:pos:R:3:forces:R:3
C 0.261 -1.495 0.794 0.26 0.10 -1.77
C 0.145 0.011 0.804 -0.11 2.02 -0.60
N 0.737 0.864 -0.365 -0.34 -0.93 -0.46
C -0.105 2.006 -0.585 -0.37 4.09 2.39
C 0.866 0.137 -1.628 1.81 -0.04 -0.65
C 1.641 0.965 -2.682 -2.34 -0.60 -2.62
C -0.453 -0.083 -2.298 0.80 0.76 -0.46
O -1.039 -1.070 -2.028 -2.46 -1.90 -0.13
H 0.559 -1.856 -0.226 -1.11 0.19 1.08
H -0.795 -1.798 1.046 1.72 -0.83 0.03
H 1.133 -1.854 1.315 -0.30 -0.38 1.17
H 0.748 0.550 1.589 -1.41 -0.93 0.12
H -0.987 0.128 0.820 1.78 0.96 0.24
H 0.276 2.888 -1.191 0.35 -1.52 0.27
H -0.202 2.632 0.444 -0.23 -1.79 -2.01
H -1.106 1.838 -1.016 0.04 -0.35 0.55
H 1.419 -0.853 -1.320 -1.23 1.80 -1.38
H 1.477 0.755 -3.847 -0.43 -0.43 2.40
H 1.354 1.998 -2.687 0.37 0.60 0.57
H 2.629 0.762 -2.644 3.42 0.12 0.70
H -0.832 0.639 -3.095 0.36 -0.44 0.80
O -1.853 1.630 3.443 0.88 -1.58 -1.02
H -1.776 1.566 2.457 -0.31 0.22 1.09
H -1.452 0.756 3.702 -0.59 1.32 -0.09
O -2.979 0.450 0.704 0.40 -1.54 1.39
H -3.593 1.107 0.413 -0.98 0.31 0.11
H -3.400 -0.244 1.307 0.34 1.61 -1.54
O 4.017 0.898 0.391 -1.66 0.34 0.65
H 4.544 0.318 -0.173 -0.95 -0.11 -0.01
H 3.002 0.797 0.349 2.37 -0.19 -0.72
O -0.271 -3.535 -1.331 0.55 -7.78 1.82
H -0.609 -4.308 -1.903 0.91 1.76 1.44
H -0.466 -2.824 -1.797 -1.58 5.45 -3.31
O -3.381 -1.988 -0.185 0.74 1.89 -0.56
H -2.750 -1.297 -0.596 -1.33 -2.08 0.89
H -3.004 -2.862 -0.240 0.56 -0.19 -0.32
O 2.892 1.524 3.649 -0.20 0.39 0.74
H 2.093 1.679 3.156 -0.52 0.25 -0.16
H 3.374 0.924 3.102 0.76 -0.60 -0.62
```
Forces are in eV/Å.

(8)
An isolated ion of composition C4H8N3O3S and charge +1 in a non-equilibrium geometry. Source: the Open Molecules 2025 dataset; level of theory: wB97M-V/def2-TZVPD.

Calculated total energy: -944.93817 Ha
HOMO energy: -12.82 eV
Total charge: +1
Kohn-Sham gap: 0.2891 hartree

XYZ file:
```
19
Properties=species:S:1:pos:R:3:forces:R:3
C 0.123 -1.178 0.640 1.22 -0.41 -0.48
C 0.559 -1.303 -0.788 1.45 -1.62 -0.86
C 0.097 0.330 0.812 1.88 1.99 1.26
C 0.101 2.183 -1.067 -2.81 -1.30 -1.13
N 0.715 -0.168 -1.357 0.03 -1.16 -1.62
N 0.437 0.843 -0.584 -2.02 0.36 3.92
N -2.958 0.115 -0.426 -1.58 -1.06 1.86
O -1.197 0.629 1.424 -1.79 -0.21 -0.94
O -1.226 -1.607 0.820 -2.81 -0.57 0.40
O -4.153 -0.560 -0.897 0.61 1.18 0.77
S -2.366 -0.497 1.069 2.79 1.09 -2.53
H 0.699 -1.841 1.317 -0.19 0.89 -0.15
H 0.969 -2.255 -1.272 -1.00 1.57 0.75
H 0.799 0.818 1.637 -1.30 -1.15 -1.93
H 0.996 2.669 -1.161 2.06 1.64 -0.82
H -0.504 2.117 -2.061 1.31 0.14 1.64
H -0.521 2.758 -0.361 0.22 -0.63 0.00
H -2.393 0.277 -1.230 1.16 -0.01 -0.40
H -4.826 0.168 -0.975 0.77 -0.75 0.26
```
Forces are in eV/Å.

(9)
A 2-piece molecular cluster, C3H4NO2 overall in a non-equilibrium geometry. Source: the Open Molecules 2025 dataset; level of theory: wB97M-V/def2-TZVPD.

Calculated total energy: -321.87370 Ha
HOMO energy: -2.30 eV
Total charge: -1
Kohn-Sham gap: 0.2293 hartree

XYZ file:
```
10
Properties=species:S:1:pos:R:3:forces:R:3
C 2.173 1.690 -1.576 0.72 2.76 2.42
C -0.706 1.064 0.680 -1.82 -0.22 -1.57
C 0.223 0.488 -0.321 -0.40 -0.31 -1.03
N 0.293 0.164 0.975 2.49 -1.51 1.71
O 2.550 2.592 -0.844 -0.54 -1.78 -1.52
O 2.241 1.018 -2.532 0.39 -0.77 -1.35
H -0.751 2.070 1.055 0.17 0.77 -0.10
H -1.666 0.585 0.452 -0.97 0.56 0.72
H -0.130 -0.294 -1.054 0.49 0.80 -0.06
H 0.949 1.213 -0.933 -0.53 -0.29 0.79
```
Forces are in eV/Å.

(10)
A 3-piece molecular cluster, H5OS2 overall in a non-equilibrium geometry. Source: the Open Molecules 2025 dataset; level of theory: wB97M-V/def2-TZVPD.

Calculated total energy: -874.13113 Ha
HOMO energy: -15.13 eV
Total charge: +1
Kohn-Sham gap: 0.1690 hartree

XYZ file:
```
8
Properties=species:S:1:pos:R:3:forces:R:3
O -3.271 -0.581 0.032 -0.76 0.84 0.39
H -3.361 -0.737 -0.913 0.25 -0.10 -0.33
H -2.355 -0.422 0.268 0.51 -1.06 0.09
H 1.497 -0.008 0.596 0.44 0.15 0.46
S -0.813 0.738 0.002 0.37 0.10 -0.35
S 2.558 -0.566 -0.025 -0.79 -0.06 -0.37
H -1.124 1.493 -1.079 0.15 -0.08 -0.01
H 3.266 0.563 -0.173 -0.15 0.22 0.13
```
Forces are in eV/Å.